(1)
Molecular formula: C4H11NO
Method: DFT, ωB97M-V/def2-TZVPD

```
! RIJCOSX wB97M-V def2-TZVPD def2/J DEFGRID3
* xyz 0 1
C 0.3369 -1.2531 -0.5516
N -0.3378 0.0862 -0.9919
C 0.5648 1.1669 -0.2920
C 0.9687 0.5288 1.0580
C 0.8449 -0.9949 0.8957
H 1.3015 -1.5044 -1.1569
H -0.4520 -1.9839 -0.7306
H -0.1944 0.2532 -2.0016
H 0.1081 2.1536 -0.1109
H 1.4401 1.3576 -0.9366
H 1.9714 0.7486 1.2317
H 0.3840 0.9045 1.8732
H 0.1827 -1.5358 1.6433
H 1.9506 -1.4599 1.0496
H -2.2368 0.5223 -0.5136
H -3.7681 0.6941 -0.4156
O -3.0646 0.3162 -0.0503
*
```

SMILES string = C1CCNC1.O
E = -288.954710 a.u.
Energy relative to the best compared isomer or geometry (same formula, charge and spin) = 163.6 kJ/mol
HOMO energy = -9.5 eV


(2)
Molecular formula: H20Mg2O22S3
Method: DFT, ωB97M-V/def2-TZVPD

```
! RIJCOSX wB97M-V def2-TZVPD def2/J DEFGRID3
* xyz -2 1
Mg 1.1511 -0.9833 -1.3001
Mg -2.6576 -1.3532 0.9100
S -1.5298 -2.6948 -0.8833
O -2.4341 -1.5367 -1.0074
O -1.5484 -2.8254 0.5924
O -2.0151 -3.8940 -1.5371
O -0.1915 -2.2985 -1.3157
S 0.0483 0.2541 0.5649
O 1.0234 -0.8196 0.5828
O 0.4964 1.4944 1.2084
O -0.0334 0.4283 -0.8918
O -1.2388 -0.1698 1.1267
S 3.7543 -1.1863 -1.3382
O 2.8578 -0.0508 -1.6586
O 4.6237 -1.5231 -2.4707
O 4.4955 -1.0621 -0.0903
O 2.6626 -2.1951 -1.2218
O 0.2247 3.5490 -2.8027
H -0.2040 4.3779 -3.0343
H -0.5271 2.9110 -2.6638
O -1.7406 3.2502 1.6440
H -1.0644 2.5411 1.6299
H -2.2678 3.0581 2.4241
O -2.7075 -1.5019 2.9572
H -2.0356 -0.9870 3.4310
H -2.8396 -2.2971 3.4848
O 1.9064 -4.2399 0.4666
H 1.2653 -4.6683 -0.1067
H 2.1178 -3.3950 -0.0018
O 2.2447 3.1534 -0.1533
H 1.6351 2.5079 0.2595
H 1.6796 3.6686 -0.7387
O 1.5815 -1.2087 3.2259
H 1.1364 -1.2780 2.3584
H 2.4136 -0.7713 3.0193
O -3.9386 0.1263 0.5513
H -4.3765 0.8659 0.9820
H -4.0747 0.2621 -0.3987
O 0.8158 2.4721 3.6598
H 1.0419 3.3543 3.3523
H 0.6450 1.9617 2.8229
O -1.8455 1.9693 -2.1024
H -1.1742 1.4885 -1.5221
H -2.1389 1.2903 -2.7185
O 0.9425 -0.6524 -3.3791
H 1.6689 -0.8068 -3.9947
H 0.1516 -0.5855 -3.9225
*
```

E = -3262.513123 a.u.
HOMO energy = -2.1 eV


(3)
Molecular formula: C50H46F4N4O6SZr
Method: DFT, ωB97M-V/def2-TZVPD

```
! RIJCOSX wB97M-V def2-TZVPD def2/J DEFGRID3
* xyz 2 1
Zr 1.7532 1.0753 0.7433
C 2.5475 1.2073 5.2500
C 1.3380 1.5651 4.6831
C 1.3049 2.4216 3.5833
C 2.4950 2.9223 3.0581
C 3.7112 2.5421 3.6281
C 3.7396 1.6890 4.7151
H 2.5645 0.5616 6.1185
H 0.4160 1.1969 5.1153
H 0.3566 2.7849 3.2133
H 2.4873 3.6820 2.2931
H 4.6316 2.9569 3.2384
H 4.6839 1.4109 5.1653
F -4.1647 -2.0294 -0.9016
C -3.7643 -0.8235 -1.3397
C -2.5298 -0.3806 -0.9617
C -2.0557 0.8536 -1.4152
C -0.7616 1.3387 -1.0104
O 0.0976 0.5837 -0.4727
C -0.5025 2.7117 -1.2665
C -1.2955 3.4039 -2.1242
N -2.4117 2.8759 -2.6769
C -3.0807 3.6027 -3.7387
C -2.2500 4.1126 -4.8762
C -3.1730 2.9543 -5.0900
C -2.8694 1.6421 -2.2501
C -4.1369 1.1719 -2.6017
C -4.6072 -0.0655 -2.1758
N -5.8935 -0.4774 -2.5640
C -6.5721 -1.5858 -1.8906
C -8.0333 -1.6249 -2.3641
N -8.4380 -0.2422 -2.7650
C -7.7213 0.1888 -4.0125
C -6.2945 -0.3750 -3.9606
C 0.7229 3.2722 -0.5913
O 1.4703 4.0294 -1.1473
O 0.8429 2.8065 0.6403
H -1.9114 -0.9736 -0.2973
H -1.0544 4.4203 -2.4072
H -3.9043 4.2199 -3.3998
H -1.1861 3.9164 -4.8659
H -2.5149 5.0727 -5.2947
H -2.7271 1.9747 -5.2037
H -4.0720 3.1045 -5.6719
H -4.7838 1.8056 -3.1917
H -6.5299 -1.4178 -0.8153
H -6.1189 -2.5588 -2.0950
H -8.6850 -1.9798 -1.5694
H -8.1691 -2.2704 -3.2292
H -8.1736 0.3886 -2.0065
H -9.4475 -0.1739 -2.8913
H -7.7274 1.2764 -4.0423
H -8.2604 -0.1883 -4.8798
H -5.6216 0.2736 -4.5123
H -6.2570 -1.3606 -4.4393
F 2.4859 -6.2520 -1.2416
C 2.5576 -5.2723 -2.1542
F 3.7730 -5.3318 -2.7194
F 1.6464 -5.5319 -3.1058
C 2.3324 -3.9185 -1.5261
C 3.2169 -3.4299 -0.5809
C 2.9823 -2.1730 -0.0524
N 1.9455 -1.4055 -0.3994
C 1.1064 -1.8931 -1.3130
C 1.2527 -3.1374 -1.9018
H 4.0644 -4.0164 -0.2538
H 3.6468 -1.7577 0.6944
H 0.2759 -1.2676 -1.5955
H 0.5372 -3.4850 -2.6313
C -3.8471 -1.1519 4.9015
C -4.1598 -0.3102 3.8440
C -3.1536 0.1666 3.0196
C -1.8206 -0.1999 3.2242
C -1.5177 -1.0217 4.3139
C -2.5235 -1.4961 5.1394
C -0.7956 0.3421 2.3156
C 0.4325 -0.1220 2.0233
C 0.9620 -1.4373 2.4277
C 2.2156 -1.5167 3.0486
C 2.7391 -2.7375 3.4455
C 2.0447 -3.9122 3.1944
C 0.8279 -3.8536 2.5263
C 0.2935 -2.6337 2.1492
H -4.6303 -1.5189 5.5518
H -5.1859 -0.0102 3.6721
H -3.3928 0.8418 2.2036
H -0.4878 -1.2703 4.5269
H -2.2707 -2.1297 5.9795
H -1.1049 1.2753 1.8394
H 2.7709 -0.6051 3.2292
H 3.6976 -2.7797 3.9483
H 2.4415 -4.8632 3.5238
H 0.2940 -4.7688 2.3022
H -0.6661 -2.5952 1.6451
C 9.9946 0.4110 -0.3404
C 8.5345 0.7524 -0.3407
C 8.0384 1.7267 0.5288
C 6.6844 1.9931 0.5938
C 5.8225 1.2787 -0.2282
C 6.2857 0.3221 -1.1191
C 7.6444 0.0737 -1.1745
S 4.1185 1.5127 0.0386
O 3.7995 2.8633 0.4244
O 3.7050 0.6178 1.2000
O 3.2128 1.0396 -1.0363
H 10.5957 1.2352 0.0380
H 10.3456 0.1355 -1.3333
H 10.1546 -0.4462 0.3180
H 8.7200 2.2791 1.1619
H 6.2889 2.7546 1.2536
H 5.5844 -0.1966 -1.7613
H 8.0211 -0.6618 -1.8738
*
```

E = -3447.708277 a.u.
Energy relative to the best compared isomer or geometry (same formula, charge and spin) = 51.7 kJ/mol
HOMO energy = -11.4 eV


(4)
Molecular formula: C3H8N2O
Method: DFT, ωB97M-V/def2-TZVPD

```
! RIJCOSX wB97M-V def2-TZVPD def2/J DEFGRID3
* xyz 0 1
C 2.0065 -0.5396 0.2465
C -0.5606 1.3813 -0.1678
C -1.0954 -0.9317 -0.2662
H 1.5465 -1.3101 0.9234
H 2.2231 0.3899 0.8031
H 2.9167 -0.9267 -0.2396
H -1.3157 1.4710 0.6645
H -1.0457 1.6763 -1.1799
H 0.2790 1.9694 0.2274
H -0.7514 -1.8992 -0.6384
H -2.7079 -0.0035 0.4700
N -0.1957 0.0477 -0.1744
N -2.3237 -0.9241 0.0540
O 1.0242 -0.4007 -0.7225
*
```

SMILES string = [H]/N=C\N(C)OC
E = -303.747224 a.u.
Energy relative to the best compared isomer or geometry (same formula, charge and spin) = 380.4 kJ/mol
HOMO energy = -8.9 eV